Molecular formula: C53H54Ge2NOS5Ti
Method: DFT, ωB97M-V/def2-TZVPD

Summary:
HOMO-LUMO gap (Eh): 0.2409
Total charge: -1
Max |F| (eV Å⁻¹): 0.36
Lowest unoccupied orbital energy (eV): 2.2
Energy above the lowest of the compared OMol25 structures with the same formula, charge and spin (eV): 0.0000
HOMO (eV): -4.3

Atoms and positions in Å:
Ti 2.416 -1.710 0.551
O 4.417 -1.705 0.777
N 4.958 -2.604 1.592
C 6.145 -3.129 1.231
C 6.796 -4.010 2.047
C 6.200 -4.353 3.267
C 4.987 -3.815 3.609
C 4.316 -2.919 2.754
S 2.795 -2.221 3.060
H 6.495 -2.787 0.270
H 7.743 -4.425 1.737
H 6.689 -5.050 3.935
H 4.495 -4.075 4.535
C -3.019 0.685 -6.322
C -3.325 0.173 -4.940
C -3.740 1.033 -3.931
C -3.967 0.583 -2.637
C -4.335 1.557 -1.552
C -3.789 -0.775 -2.343
C -3.427 -1.667 -3.359
C -3.299 -3.150 -3.113
C -3.187 -1.173 -4.638
C -3.999 -1.264 -0.944
C -5.312 -1.418 -0.510
C -5.581 -1.904 0.759
C -4.524 -2.236 1.588
C -3.202 -2.083 1.168
C -2.911 -1.573 -0.107
Ge -1.017 -1.651 -0.902
S 2.092 -3.661 -0.057
S -0.888 0.496 -1.898
Ge 0.936 0.796 -0.727
S 2.721 -0.292 -1.360
S 0.334 -0.509 1.020
C 1.281 2.734 -0.410
C 1.445 3.294 0.866
C 1.643 4.666 1.009
C 1.691 5.500 -0.093
C 1.544 4.957 -1.356
C 1.342 3.590 -1.526
C 1.218 3.085 -2.928
C -0.008 3.119 -3.593
C -1.257 3.671 -2.957
C -0.092 2.603 -4.883
C 1.010 2.060 -5.521
C 0.886 1.429 -6.881
C 2.236 2.092 -4.865
C 2.363 2.611 -3.586
C 3.718 2.698 -2.934
C 1.416 2.498 2.128
C 0.258 2.460 2.900
C -1.016 3.131 2.456
C 0.274 1.769 4.110
C 1.409 1.121 4.563
C 1.412 0.357 5.858
C 2.560 1.186 3.782
C 2.586 1.867 2.576
C 3.855 1.918 1.766
C -2.154 -2.492 2.155
C -1.475 -3.704 2.045
C -1.649 -4.625 0.866
C -0.607 -4.089 3.069
C -0.410 -3.311 4.196
C 0.476 -3.769 5.323
C -1.063 -2.082 4.265
C -1.924 -1.664 3.265
C -2.591 -0.319 3.354
H -3.235 1.752 -6.402
H -3.607 0.164 -7.080
H -1.964 0.538 -6.563
H -3.863 2.089 -4.151
H -4.416 2.568 -1.951
H -3.566 1.552 -0.774
H -5.281 1.296 -1.076
H -3.922 -3.474 -2.280
H -2.268 -3.426 -2.878
H -3.594 -3.706 -4.004
H -2.884 -1.865 -5.418
H -6.123 -1.166 -1.185
H -6.603 -2.033 1.094
H -4.713 -2.631 2.580
H 1.757 5.069 2.009
H 1.843 6.566 0.033
H 1.587 5.589 -2.236
H -1.124 3.876 -1.896
H -2.069 2.950 -3.056
H -1.559 4.599 -3.450
H -1.057 2.593 -5.380
H -0.036 1.737 -7.376
H 0.871 0.339 -6.797
H 1.726 1.697 -7.524
H 3.118 1.702 -5.364
H 4.500 2.433 -3.645
H 3.794 2.022 -2.082
H 3.909 3.710 -2.569
H -1.003 3.371 1.394
H -1.181 4.061 3.006
H -1.871 2.482 2.644
H -0.635 1.726 4.702
H 0.407 0.282 6.275
H 2.050 0.842 6.602
H 1.795 -0.654 5.701
H 3.457 0.674 4.116
H 4.685 1.497 2.334
H 4.105 2.945 1.489
H 3.764 1.347 0.839
H -2.537 -4.380 0.283
H -1.730 -5.661 1.201
H -0.780 -4.555 0.207
H -0.081 -5.034 2.977
H 0.810 -4.794 5.162
H -0.054 -3.727 6.277
H 1.364 -3.139 5.400
H -0.893 -1.434 5.121
H -2.171 0.262 4.176
H -3.669 -0.408 3.509
H -2.445 0.235 2.424